(1)
{
  "formula": "C21H58N2O9",
  "method": "ωB97M-V with the def2-TZVPD basis set",
  "species": ["O", "H", "H", "O", "H", "H", "O", "H", "H", "O", "H", "H", "C", "C", "C", "C", "C", "C", "N", "O", "C", "C", "C", "H", "H", "H", "H", "H", "H", "H", "H", "H", "H", "H", "H", "H", "H", "H", "H", "H", "H", "H", "C", "C", "C", "C", "C", "C", "N", "O", "C", "C", "C", "H", "H", "H", "H", "H", "H", "H", "H", "H", "H", "H", "H", "H", "H", "H", "H", "H", "H", "H", "C", "O", "H", "H", "H", "H", "C", "O", "H", "H", "H", "H", "C", "O", "H", "H", "H", "H"],
  "coordinates": [[-3.041, -3.452, 1.488], [-3.070, -4.227, 0.943], [-2.449, -3.674, 2.170], [-0.349, -1.528, 0.767], [-1.047, -1.493, 0.072], [-0.591, -2.224, 1.392], [-3.025, -3.247, -1.521], [-3.104, -2.485, -2.108], [-2.923, -2.873, -0.627], [-1.265, -3.005, 3.623], [-1.582, -2.131, 3.421], [-0.351, -3.023, 3.852], [3.412, -0.444, -2.809], [1.989, -0.927, -3.126], [1.669, -0.829, -4.632], [0.482, -1.619, -5.108], [0.601, -3.151, -4.779], [1.006, -3.392, -3.301], [2.042, -2.480, -2.890], [2.378, -2.814, -1.575], [-0.267, -3.348, -2.397], [1.603, -4.859, -3.133], [0.955, -0.122, -2.297], [4.109, -1.079, -3.373], [3.569, -0.602, -1.718], [3.351, 0.591, -3.139], [1.574, 0.197, -4.771], [2.541, -1.272, -5.168], [0.288, -1.472, -6.135], [-0.422, -1.252, -4.607], [1.427, -3.569, -5.299], [-0.285, -3.680, -5.028], [-0.852, -2.414, -2.503], [-0.849, -4.215, -2.702], [-0.145, -3.462, -1.348], [2.413, -4.810, -3.944], [2.026, -5.059, -2.155], [0.939, -5.662, -3.403], [0.970, -0.404, -1.223], [-0.020, -0.275, -2.822], [1.158, 0.959, -2.408], [1.687, -2.498, -0.987], [-3.698, 4.466, -0.285], [-3.002, 4.483, 1.070], [-3.121, 3.054, 1.662], [-2.272, 2.762, 2.917], [-0.820, 2.969, 2.573], [-0.524, 4.417, 1.940], [-1.561, 4.800, 0.886], [-1.436, 6.119, 0.391], [-0.379, 5.523, 2.931], [0.784, 4.262, 1.193], [-3.713, 5.580, 2.070], [-3.205, 3.739, -0.907], [-4.750, 4.171, -0.120], [-3.787, 5.429, -0.738], [-4.205, 2.834, 1.754], [-2.755, 2.377, 0.901], [-2.593, 3.321, 3.749], [-2.506, 1.759, 3.174], [-0.682, 2.305, 1.719], [-0.079, 2.896, 3.361], [-1.405, 5.856, 3.261], [0.211, 6.312, 2.440], [0.095, 5.132, 3.806], [1.103, 5.158, 0.667], [0.682, 3.480, 0.414], [1.594, 3.954, 1.876], [-3.480, 5.363, 3.081], [-3.321, 6.561, 1.826], [-4.832, 5.581, 1.940], [-1.186, 6.162, -0.519], [2.124, -2.076, 4.119], [1.009, -1.331, 3.627], [3.021, -1.501, 3.988], [2.052, -2.357, 5.204], [2.197, -3.034, 3.626], [1.401, -0.546, 3.155], [2.127, -4.699, 0.945], [0.774, -4.789, 1.332], [2.676, -5.395, 1.618], [2.163, -4.952, -0.139], [2.437, -3.663, 1.032], [0.356, -4.211, 0.710], [2.988, 0.985, 1.137], [1.843, 0.633, 1.929], [2.689, 1.739, 0.390], [3.741, 1.476, 1.702], [3.407, 0.057, 0.618], [1.280, 0.157, 1.274]],
  "lowdin_charge": [-0.021, 0.038, -0.025, -0.052, 0.056, 0.008, -0.062, 0.044, 0.009, -0.026, 0.043, 0.012, -0.029, -0.469, -0.147, -0.159, -0.094, -0.494, -0.089, -0.055, -0.040, -0.008, -0.020, 0.093, 0.074, 0.083, 0.096, 0.139, 0.094, 0.097, 0.094, 0.108, 0.066, 0.086, 0.038, 0.105, 0.047, 0.072, 0.065, 0.077, 0.089, 0.058, -0.050, -0.471, -0.133, -0.177, -0.103, -0.492, -0.095, -0.025, -0.034, -0.063, -0.009, 0.078, 0.089, 0.069, 0.129, 0.104, 0.090, 0.097, 0.102, 0.119, 0.092, 0.091, 0.074, 0.076, 0.083, 0.094, 0.034, 0.062, 0.089, 0.090, -0.141, -0.161, 0.073, 0.093, 0.058, 0.046, -0.149, -0.118, 0.101, 0.065, 0.066, 0.022, -0.119, -0.153, 0.074, 0.066, 0.099, 0.069],
  "energy_ha": -1621.403038,
  "lumo_ev": 0.12,
  "homo_lumo_gap_ev": 8.337,
  "e_above_lowest_kcal_mol": 90.97,
  "smiles": "CC1(C)CCCC(C)(C)N1O.CC1(C)CCCC(C)(C)N1O.CO.CO.CO.O.O.O.O"
}



(2)
{
  "formula": "CH8NO5",
  "method": "ωB97M-V with the def2-TZVPD basis set",
  "species": ["N", "C", "O", "O", "H", "H", "H", "H", "O", "H", "H", "O", "H", "H", "O"],
  "coordinates": [[0.262, 1.932, -0.104], [0.666, 0.569, -0.346], [0.857, 0.151, -1.574], [0.714, -0.130, 0.675], [0.443, 2.569, -0.858], [0.105, 2.277, 0.833], [-0.381, -1.050, 1.964], [-1.232, 0.098, 1.517], [-1.133, -0.582, 2.289], [2.221, -1.642, -0.023], [1.521, -1.158, -1.352], [1.957, -2.007, -0.879], [-2.178, 0.413, -0.903], [-2.564, -0.316, 0.421], [-2.865, 0.302, -0.359]],
  "lowdin_charge": [0.106, -0.723, -0.104, -0.077, 0.061, 0.078, -0.009, 0.043, -0.121, -0.018, -0.006, -0.198, -0.065, 0.084, -0.051],
  "energy_ha": -473.937201,
  "charge": -1,
  "lumo_ev": 3.87,
  "homo_lumo_gap_ev": 9.220,
  "e_above_lowest_kcal_mol": 29.57
}



(3)
{
  "formula": "C36H53CsF6N7O5S3SbSi3",
  "method": "ωB97M-V with the def2-TZVPD basis set",
  "species": ["Cs", "C", "O", "C", "C", "C", "C", "C", "C", "C", "N", "C", "C", "N", "C", "C", "C", "C", "N", "C", "C", "N", "C", "C", "C", "C", "H", "H", "H", "H", "H", "H", "H", "H", "H", "H", "H", "H", "H", "H", "F", "C", "F", "F", "S", "O", "O", "N", "S", "O", "O", "C", "F", "F", "F", "C", "N", "C", "C", "S", "N", "C", "C", "H", "H", "H", "H", "H", "H", "H", "H", "H", "H", "H", "H", "C", "Si", "C", "C", "Sb", "Si", "C", "C", "C", "Si", "C", "C", "C", "H", "H", "H", "H", "H", "H", "H", "H", "H", "H", "H", "H", "H", "H", "H", "H", "H", "H", "H", "H", "H", "H", "H", "H", "H", "H", "H"],
  "coordinates": [[0.735, -0.090, 0.061], [-13.437, -1.785, -5.114], [-13.079, -1.247, -3.852], [-11.755, -1.195, -3.534], [-10.726, -1.632, -4.367], [-9.409, -1.532, -3.941], [-9.097, -1.002, -2.699], [-10.138, -0.568, -1.879], [-11.453, -0.660, -2.283], [-7.687, -0.916, -2.290], [-6.664, -1.264, -3.032], [-5.562, -1.011, -2.245], [-5.925, -0.515, -1.029], [-7.304, -0.454, -1.059], [-4.988, -0.155, -0.006], [-5.331, 0.368, 1.245], [-4.336, 0.696, 2.130], [-3.008, 0.507, 1.728], [-2.660, 0.018, 0.557], [-3.626, -0.333, -0.306], [-3.214, -0.909, -1.603], [-1.898, -1.105, -1.805], [-1.520, -1.605, -2.962], [-2.405, -1.933, -3.999], [-3.746, -1.743, -3.796], [-4.175, -1.228, -2.568], [-14.521, -1.739, -5.168], [-13.114, -2.824, -5.203], [-13.009, -1.194, -5.927], [-10.934, -2.048, -5.338], [-8.609, -1.870, -4.584], [-9.939, -0.142, -0.903], [-12.260, -0.322, -1.650], [-7.915, -0.136, -0.329], [-6.371, 0.518, 1.511], [-4.556, 1.110, 3.104], [-2.197, 0.786, 2.392], [-0.456, -1.769, -3.095], [-2.023, -2.327, -4.930], [-4.481, -1.982, -4.553], [5.970, 0.357, 0.914], [5.287, -0.162, -0.104], [6.104, -0.270, -1.149], [4.854, -1.379, 0.217], [3.871, 0.953, -0.583], [2.880, 0.057, -1.160], [4.473, 1.937, -1.428], [3.310, 1.663, 0.720], [2.855, 1.012, 2.080], [1.412, 0.996, 2.242], [3.543, -0.200, 2.442], [3.427, 2.320, 3.237], [2.740, 3.448, 3.073], [3.225, 1.868, 4.485], [4.721, 2.577, 3.078], [-0.718, -1.012, 4.299], [-0.194, -2.205, 3.650], [1.245, -2.369, 3.797], [-0.836, -2.751, 2.581], [-0.035, -3.345, 1.225], [-2.190, -2.746, 2.681], [-2.854, -2.875, 3.967], [-3.012, -3.134, 1.547], [-0.100, -0.154, 4.021], [-0.703, -1.117, 5.386], [-1.743, -0.828, 3.980], [1.484, -2.271, 4.857], [1.802, -1.617, 3.241], [1.540, -3.353, 3.446], [-2.119, -2.946, 4.765], [-3.457, -3.786, 3.961], [-3.516, -2.029, 4.168], [-2.562, -2.780, 0.623], [-3.998, -2.684, 1.676], [-3.115, -4.222, 1.489], [0.540, 7.166, -2.112], [1.130, 5.865, -0.926], [0.652, 6.377, 0.798], [2.977, 5.717, -1.063], [0.180, 3.535, -1.241], [0.570, 3.170, -3.732], [-0.469, 1.706, -4.228], [0.167, 4.601, -4.841], [2.358, 2.706, -3.938], [-2.296, 4.044, -1.182], [-3.212, 2.701, -2.099], [-2.755, 3.952, 0.623], [-2.861, 5.689, -1.828], [1.024, 8.106, -1.831], [-0.535, 7.315, -2.068], [0.800, 6.950, -3.144], [1.146, 7.319, 1.051], [0.936, 5.630, 1.539], [-0.426, 6.532, 0.877], [3.448, 6.667, -0.797], [3.277, 5.467, -2.082], [3.371, 4.939, -0.410], [-1.535, 1.907, -4.158], [-0.261, 0.844, -3.593], [-0.242, 1.426, -5.261], [-0.840, 4.991, -4.697], [0.251, 4.235, -5.869], [0.867, 5.426, -4.723], [2.556, 1.705, -3.554], [3.033, 3.378, -3.409], [2.616, 2.722, -5.001], [-2.746, 1.727, -1.959], [-3.240, 2.904, -3.169], [-4.244, 2.645, -1.741], [-2.405, 3.023, 1.069], [-3.841, 4.006, 0.740], [-2.308, 4.772, 1.186], [-2.600, 5.858, -2.872], [-2.483, 6.526, -1.244], [-3.953, 5.681, -1.742]],
  "lowdin_charge": [1.132, -0.079, -0.081, -0.274, -0.005, -0.014, -0.158, -0.027, 0.003, -0.264, 0.194, -0.169, -0.131, 0.183, -0.085, -0.004, -0.045, -0.156, 0.122, -0.179, -0.172, 0.099, -0.143, -0.036, 0.008, -0.077, 0.093, 0.095, 0.095, 0.103, 0.114, 0.103, 0.121, 0.143, 0.114, 0.110, 0.106, 0.112, 0.108, 0.118, 0.145, -0.667, 0.146, 0.141, 0.559, -0.641, -0.264, -0.316, 0.496, -0.598, -0.271, -0.672, 0.144, 0.133, 0.154, -0.053, -0.210, -0.074, -0.791, 0.615, -0.212, -0.056, -0.095, 0.084, 0.098, 0.057, 0.096, 0.058, 0.067, 0.088, 0.095, 0.087, 0.039, 0.088, 0.095, -0.209, 0.238, -0.228, -0.221, 0.868, 0.254, -0.221, -0.218, -0.219, 0.239, -0.216, -0.227, -0.223, 0.038, 0.008, 0.010, 0.035, 0.025, 0.017, 0.035, 0.024, 0.028, 0.008, 0.012, 0.041, 0.023, 0.035, 0.015, 0.022, 0.015, 0.038, 0.008, 0.028, 0.038, 0.002, 0.036, 0.023, 0.024, 0.018, 0.036],
  "energy_ha": -5085.881443,
  "lumo_ev": -0.20,
  "homo_lumo_gap_ev": 7.486,
  "e_above_lowest_kcal_mol": 31.03
}



(4)
{
  "formula": "C28H72N2O18P5S",
  "method": "ωB97M-V with the def2-TZVPD basis set",
  "species": ["C", "O", "C", "C", "C", "C", "P", "S", "C", "C", "C", "C", "O", "C", "N", "C", "N", "C", "C", "C", "C", "C", "H", "H", "H", "H", "H", "H", "H", "H", "H", "H", "H", "H", "H", "H", "H", "H", "H", "H", "H", "H", "H", "H", "H", "H", "H", "H", "H", "H", "H", "H", "H", "H", "H", "H", "H", "H", "C", "O", "P", "O", "O", "C", "O", "C", "H", "H", "H", "H", "H", "H", "H", "H", "H", "C", "O", "P", "O", "O", "C", "O", "C", "H", "H", "H", "H", "H", "H", "H", "H", "H", "C", "O", "P", "O", "O", "C", "O", "C", "H", "H", "H", "H", "H", "H", "H", "H", "H", "C", "O", "P", "O", "O", "C", "O", "C", "H", "H", "H", "H", "H", "H", "H", "H", "H"],
  "coordinates": [[1.408, 0.629, 2.861], [0.776, 0.730, 1.570], [1.542, 0.040, 0.596], [0.653, -0.777, -0.371], [-0.745, -0.163, -0.626], [-0.749, 1.243, -1.277], [-1.871, 1.099, -2.804], [-3.612, 0.319, -2.458], [0.568, 1.835, -1.889], [1.014, 2.994, -0.908], [1.446, 4.277, -1.662], [1.734, 5.496, -0.765], [1.844, 6.640, -1.632], [3.057, 5.395, 0.019], [2.870, 6.061, 1.325], [-0.149, 3.220, 0.104], [-1.267, 2.416, -0.505], [-2.580, 2.291, 0.240], [-2.703, 3.186, 1.485], [-4.179, 3.254, 1.978], [-4.887, 1.884, 1.956], [-4.980, 4.290, 1.123], [0.947, 1.397, 3.491], [2.490, 0.801, 2.786], [1.194, -0.370, 3.269], [2.148, 0.721, -0.028], [2.255, -0.634, 1.089], [1.172, -1.018, -1.307], [0.469, -1.742, 0.128], [-1.312, -0.231, 0.307], [-1.249, -0.833, -1.341], [-1.189, 0.382, -3.824], [-2.057, 2.442, -3.255], [1.385, 1.162, -2.146], [0.224, 2.424, -2.760], [1.873, 2.769, -0.262], [0.641, 4.575, -2.360], [2.324, 4.037, -2.279], [0.927, 5.728, -0.052], [0.974, 7.058, -1.628], [3.894, 5.812, -0.550], [3.274, 4.322, 0.197], [3.692, 5.913, 1.902], [2.083, 5.599, 1.769], [0.047, 3.066, 1.164], [-0.532, 4.252, 0.078], [-1.534, 3.049, -1.264], [-2.824, 1.266, 0.521], [-3.364, 2.612, -0.460], [-2.406, 4.231, 1.308], [-2.048, 2.776, 2.269], [-4.125, 3.592, 3.021], [-5.873, 2.008, 2.424], [-5.080, 1.528, 0.932], [-4.325, 1.137, 2.535], [-4.490, 4.493, 0.164], [-6.006, 3.929, 0.993], [-5.057, 5.213, 1.714], [4.269, -0.470, -3.229], [3.634, -1.586, -2.629], [4.411, -3.081, -2.300], [5.771, -2.580, -2.746], [3.582, -3.786, -3.507], [3.695, -3.279, -4.830], [5.057, -4.575, -1.842], [5.651, -5.386, -2.846], [4.174, 0.393, -2.565], [5.316, -0.614, -3.466], [3.728, -0.252, -4.155], [4.675, -2.831, -5.006], [2.911, -2.545, -5.019], [3.561, -4.112, -5.517], [6.302, -4.802, -3.497], [4.886, -5.892, -3.436], [6.247, -6.140, -2.334], [-5.738, -5.459, -7.341], [-4.461, -4.882, -7.125], [-3.883, -4.419, -5.625], [-5.001, -4.890, -4.738], [-3.976, -2.849, -6.038], [-5.250, -2.265, -6.267], [-2.756, -4.080, -4.429], [-3.071, -3.051, -3.510], [-5.613, -6.425, -7.832], [-6.334, -5.594, -6.444], [-6.277, -4.796, -8.022], [-6.025, -2.740, -5.664], [-5.509, -2.331, -7.325], [-5.189, -1.212, -5.992], [-4.098, -3.129, -3.151], [-2.908, -2.072, -3.961], [-2.395, -3.156, -2.660], [6.936, -0.933, -0.233], [6.395, -0.241, 0.885], [7.162, -0.109, 2.372], [8.470, -0.779, 2.067], [6.053, -1.086, 3.056], [5.991, -2.448, 2.661], [7.564, 0.556, 3.855], [7.866, -0.336, 4.918], [6.998, -0.242, -1.075], [7.914, -1.378, -0.079], [6.235, -1.725, -0.500], [6.968, -2.823, 2.354], [5.274, -2.570, 1.846], [5.645, -3.029, 3.515], [8.529, -1.137, 4.592], [6.953, -0.753, 5.343], [8.370, 0.247, 5.688], [-3.880, -1.760, 4.121], [-5.222, -1.730, 4.562], [-5.882, -0.553, 5.587], [-4.634, 0.310, 5.620], [-5.987, -1.638, 6.790], [-4.810, -2.275, 7.266], [-6.770, 0.574, 6.478], [-6.353, 0.850, 7.806], [-3.864, -1.758, 3.029], [-3.263, -0.944, 4.484], [-3.450, -2.704, 4.467], [-3.934, -1.632, 7.161], [-4.650, -3.213, 6.733], [-4.958, -2.499, 8.321], [-5.273, 0.987, 7.865], [-6.669, 0.056, 8.483], [-6.843, 1.775, 8.107]],
  "lowdin_charge": [-0.061, -0.217, -0.224, -0.139, -0.157, -0.484, 0.445, 0.233, -0.088, -0.244, -0.108, -0.374, -0.028, -0.211, 0.008, -0.050, -0.049, -0.126, -0.157, -0.388, -0.076, -0.056, 0.091, 0.094, 0.100, 0.104, 0.122, 0.105, 0.124, 0.119, 0.075, 0.024, 0.011, 0.122, 0.088, 0.118, 0.125, 0.141, 0.131, 0.096, 0.130, 0.104, 0.072, 0.056, 0.128, 0.122, 0.141, 0.108, 0.108, 0.115, 0.122, 0.135, 0.088, 0.082, 0.075, 0.071, 0.080, 0.082, -0.132, -0.315, 0.730, -0.290, -0.272, -0.093, -0.287, -0.113, 0.078, 0.079, 0.094, 0.095, 0.087, 0.100, 0.089, 0.088, 0.098, -0.114, -0.262, 0.661, -0.279, -0.280, -0.098, -0.275, -0.161, 0.088, 0.080, 0.095, 0.092, 0.087, 0.088, 0.089, 0.033, 0.085, -0.112, -0.278, 0.655, -0.272, -0.287, -0.100, -0.277, -0.117, 0.088, 0.088, 0.056, 0.094, 0.077, 0.092, 0.090, 0.084, 0.094, -0.140, -0.284, 0.715, -0.308, -0.268, -0.095, -0.290, -0.122, 0.080, 0.071, 0.095, 0.092, 0.089, 0.097, 0.085, 0.087, 0.095],
  "energy_ha": -4678.324855,
  "charge": 1,
  "lumo_ev": -4.80,
  "homo_lumo_gap_ev": 6.658
}